Below is 2 unconnected molecules or ions with the total composition C2H2O2S, with properties calculated with wB97M-V/def2-TZVPD.

Summary:
* frontier orbital gap: 10.8 eV
* highest occupied orbital energy: -10.12 eV
* LUMO energy: 0.0265 hartree
* spin multiplicity: 1
* energy above the lowest of the compared OMol25 structures with the same formula, charge and spin: 0.289 eV

Atoms and positions in Å:
O -1.101 1.562 0.565
C -1.834 0.716 0.272
S -2.861 -0.332 -0.174
C 1.531 -0.497 -0.180
O 0.908 -0.336 0.805
H 1.197 -1.442 -0.699
H 2.160 0.328 -0.588

Forces on atoms 1 to 2 (eV/Å):
O -0.36 -0.46 -0.05
C 1.13 1.74 0.39

---

Below is 2 unconnected molecules or ions with the total composition C6H12O4, with properties calculated with wB97M-V/def2-TZVPD.

Summary:
* frontier orbital gap: 10.5 eV
* highest occupied orbital energy: -9.77 eV
* LUMO energy: 0.0270 hartree
* spin multiplicity: 1
* energy above the lowest of the compared OMol25 structures with the same formula, charge and spin: 1.630 eV

Atoms and positions in Å:
C -3.687 0.977 1.684
C -2.309 1.458 2.029
O -1.967 1.820 3.132
O -1.401 1.163 0.991
C -0.001 1.199 1.251
C 0.570 -0.199 1.290
C 2.032 -0.291 1.752
C 1.455 -1.064 2.946
O 0.116 -0.957 2.426
H -4.404 1.334 2.427
H -3.968 1.312 0.677
H -3.680 -0.123 1.679
H 0.469 1.757 0.426
H 0.189 1.721 2.198
H 0.337 -0.726 0.352
H 2.691 -0.865 1.092
H 2.499 0.670 1.997
H 1.772 -2.114 3.031
H 1.552 -0.572 3.924
O -2.208 3.975 0.706
H -1.600 3.413 0.137
H -1.634 4.364 1.373

Forces on atoms 1 to 2 (eV/Å):
C -0.15 0.28 -0.52
C 1.38 -1.19 0.91

---

Below is a molecular structure, C38H51As2O3SScSi, with properties calculated with wB97M-V/def2-TZVPD.

Summary:
* frontier orbital gap: 8.1 eV
* highest occupied orbital energy: -13.84 eV
* LUMO energy: -0.2108 hartree
* net charge: +2
* spin multiplicity: 1

Atoms and positions in Å:
Sc 0.293 0.211 -0.686
C 3.384 -0.826 -0.570
C 3.078 -1.909 0.451
As 1.141 -2.016 0.819
C 0.500 -3.426 -0.347
C -0.759 -3.242 -0.912
C -1.272 -4.153 -1.825
C -0.523 -5.267 -2.171
C 0.717 -5.477 -1.587
C 1.232 -4.564 -0.676
C 0.951 -2.745 2.587
C 1.756 -2.283 3.626
C 1.588 -2.791 4.904
C 0.614 -3.749 5.148
C -0.190 -4.205 4.115
C -0.026 -3.706 2.830
As 2.262 -1.023 -2.175
C 3.294 -1.810 -3.584
C 3.338 -3.197 -3.692
C 4.119 -3.775 -4.681
C 4.835 -2.977 -5.559
C 4.781 -1.595 -5.455
C 4.014 -1.002 -4.464
C 1.865 0.802 -2.743
C 2.204 1.974 -2.060
C 1.768 3.214 -2.537
C 1.021 3.289 -3.696
C 0.668 2.126 -4.379
C 1.064 0.895 -3.901
H 4.438 -0.825 -0.867
H 3.190 0.157 -0.123
H 3.578 -1.679 1.396
H 3.420 -2.899 0.138
H -1.379 -2.397 -0.597
H -2.254 -4.002 -2.251
H -0.911 -5.984 -2.880
H 1.282 -6.366 -1.834
H 2.195 -4.759 -0.220
H 2.511 -1.522 3.458
H 2.218 -2.440 5.709
H 0.486 -4.145 6.145
H -0.943 -4.957 4.305
H -0.654 -4.081 2.028
H 2.758 -3.824 -3.025
H 4.161 -4.851 -4.771
H 5.437 -3.434 -6.331
H 5.340 -0.976 -6.143
H 3.984 0.078 -4.385
H 2.809 1.947 -1.160
H 2.028 4.110 -1.992
H 0.705 4.250 -4.076
H 0.084 2.190 -5.287
H 0.777 -0.004 -4.440
C -2.680 2.412 -1.972
C -2.712 1.127 -1.164
C -2.529 -0.086 -2.062
C -3.932 1.010 -0.277
O -1.502 1.107 -0.274
Si -1.125 2.038 1.127
S 0.948 1.581 1.121
O -1.474 3.537 0.675
C -1.654 4.774 1.440
C -2.985 4.699 2.167
C -0.486 4.922 2.398
C -1.655 5.880 0.398
O -2.001 1.531 2.353
C -1.960 0.833 3.629
C -1.120 1.647 4.595
C -1.351 -0.535 3.381
C -3.405 0.737 4.086
H -3.513 2.411 -2.674
H -1.754 2.484 -2.550
H -2.758 3.283 -1.330
H -3.233 -0.051 -2.892
H -2.691 -1.024 -1.530
H -1.531 -0.095 -2.542
H -4.826 0.948 -0.900
H -4.031 1.885 0.363
H -3.886 0.118 0.346
H -3.001 3.878 2.882
H -3.799 4.563 1.456
H -3.164 5.628 2.708
H -0.469 4.110 3.126
H -0.568 5.855 2.955
H 0.458 4.932 1.855
H -2.501 5.770 -0.279
H -0.734 5.860 -0.182
H -1.735 6.852 0.882
H -0.107 1.778 4.213
H -1.051 1.134 5.554
H -1.568 2.624 4.770
H -0.297 -0.439 3.119
H -1.881 -1.043 2.569
H -1.420 -1.163 4.270
H -3.848 1.728 4.168
H -3.457 0.256 5.061
H -3.993 0.149 3.383

Forces on atoms 1 to 2 (eV/Å):
Sc 0.15 0.09 0.22
C 0.42 0.34 -0.21

---

Below is a single C3H3FN2O molecule, with properties calculated with wB97M-V/def2-TZVPD.

Summary:
* frontier orbital gap (alpha / beta): 8.0 / 8.0 eV
* highest occupied orbital energy (alpha / beta): -7.41 / -7.41 eV
* LUMO energy (alpha / beta): 0.0207 / 0.0207 hartree
* spin multiplicity: 1
* energy above the lowest of the compared OMol25 structures with the same formula, charge and spin: 4.936 eV

Atoms and positions in Å:
C 1.459 -0.477 0.884
C -0.652 0.269 0.452
C 0.688 0.097 -1.213
N 0.208 -0.250 1.223
N -1.973 0.206 0.200
O 1.703 -0.151 -0.434
F 0.922 0.778 -2.325
H 2.322 -0.616 1.432
H -2.594 -0.476 0.550
H -2.084 0.621 -0.767

Forces on atoms 1 to 2 (eV/Å):
C -3.33 1.26 -2.45
C 1.65 0.12 -2.65

---

Below is 4 unconnected molecules or ions with the total composition C42H51N4O7, with properties calculated with wB97M-V/def2-TZVPD.

Summary:
* frontier orbital gap: 5.6 eV
* highest occupied orbital energy: -9.21 eV
* LUMO energy: -0.1321 hartree
* net charge: +1
* spin multiplicity: 1

Atoms and positions in Å:
C 3.093 3.270 -0.876
C 1.661 3.948 -1.407
C 0.594 4.396 -0.246
C 1.456 4.062 -2.881
C 1.597 2.738 -3.845
C 0.150 2.336 -4.523
C -0.466 0.910 -3.934
C -1.662 0.421 -4.961
C -0.958 1.171 -2.392
C -2.093 0.126 -1.837
C -1.573 -1.413 -1.612
N -0.347 -1.995 -0.944
C -0.297 -3.515 -1.013
N 0.623 -4.422 -0.544
C 1.829 -3.856 0.235
O 3.002 -3.625 -0.622
C 3.631 -2.318 -0.374
C 3.880 -1.623 1.099
C 4.586 -0.150 1.334
C 4.689 0.375 2.910
C 5.131 0.688 0.030
C 4.907 0.026 -1.489
C 4.169 -1.460 -1.704
C 3.986 -1.997 -3.246
C 5.360 -1.978 -4.146
C 2.937 -0.937 -3.995
N -1.574 -3.870 -1.764
N -2.265 -2.700 -2.055
C -3.627 -2.758 -2.776
H 3.361 3.642 0.222
H 3.993 3.565 -1.580
H 2.910 2.095 -0.913
H 0.934 5.392 0.267
H -0.493 4.423 -0.690
H 0.598 3.554 0.598
H 1.237 5.143 -3.334
H 2.339 3.017 -4.732
H 2.094 1.811 -3.298
H 0.227 2.306 -5.698
H -0.595 3.225 -4.248
H 0.326 0.045 -3.909
H -2.640 0.972 -4.629
H -1.786 -0.751 -4.782
H -1.330 0.653 -6.065
H -1.468 2.251 -2.375
H -0.025 1.248 -1.681
H -3.039 0.106 -2.554
H -2.498 0.578 -0.811
H 0.546 -5.470 -0.661
H 2.101 -4.715 1.019
H 1.423 -2.909 0.790
H 3.474 -2.243 2.035
H 5.207 1.422 3.008
H 5.165 -0.465 3.588
H 3.578 0.517 3.315
H 5.674 1.732 0.153
H 5.276 0.631 -2.449
H 3.497 -3.063 -3.279
H 5.081 -1.510 -5.208
H 5.781 -3.066 -4.393
H 6.225 -1.319 -3.714
H 2.324 -0.441 -3.106
H 2.235 -1.472 -4.772
H 3.601 -0.083 -4.459
H -1.782 -4.875 -1.966
H -4.205 -1.760 -2.472
H -4.203 -3.713 -2.351
H -3.419 -2.828 -3.932
C -3.989 4.799 -1.288
C -4.197 5.644 -0.273
C -4.930 5.222 0.937
O -5.122 5.995 1.865
C -5.421 3.831 0.984
C -5.213 2.986 -0.031
C -4.481 3.407 -1.241
O -4.288 2.634 -2.169
H -3.454 5.092 -2.183
H -3.842 6.667 -0.292
H -5.956 3.537 1.879
H -5.568 1.962 -0.012
C -6.499 2.796 5.291
C -6.965 2.251 6.418
C -6.657 0.853 6.778
O -7.084 0.353 7.809
C -5.813 0.081 5.844
C -5.347 0.627 4.716
C -5.655 2.025 4.356
O -5.228 2.525 3.325
H -6.716 3.820 5.012
H -7.584 2.804 7.114
H -5.595 -0.942 6.123
H -4.727 0.074 4.020
C 1.932 -4.299 4.964
C 1.668 -5.483 5.526
C 2.732 -6.483 5.741
O 2.491 -7.567 6.253
C 4.099 -6.124 5.313
C 4.363 -4.940 4.751
C 3.299 -3.940 4.536
O 3.540 -2.856 4.024
H 1.163 -3.554 4.799
H 0.671 -5.760 5.846
H 4.868 -6.869 5.478
H 5.360 -4.662 4.431

Forces on atoms 1 to 2 (eV/Å):
C -1.35 -0.76 -0.35
C 0.47 0.00 -2.19

---

Below is a single C6H12 molecule, with properties calculated with wB97M-V/def2-TZVPD.

Summary:
* frontier orbital gap: 10.7 eV
* highest occupied orbital energy: -9.52 eV
* LUMO energy: 0.0421 hartree
* spin multiplicity: 1
* energy above the lowest of the compared OMol25 structures with the same formula, charge and spin: 2.770 eV

Atoms and positions in Å:
C 1.738 -1.768 -0.012
C 1.446 -0.686 0.775
C 0.080 -0.094 0.476
C -0.948 -1.095 0.134
C 0.111 1.156 -0.316
C -1.197 1.952 -0.544
H 1.008 -2.248 -0.955
H 2.739 -2.300 -0.091
H 2.104 -0.155 1.554
H -0.289 0.290 1.503
H -0.695 -2.028 0.727
H -0.772 -1.284 -0.914
H -2.063 -0.912 0.410
H 0.599 0.800 -1.268
H 0.848 1.830 0.246
H -1.119 2.845 -1.276
H -1.967 1.321 -0.883
H -1.623 2.375 0.433

Forces on atoms 1 to 2 (eV/Å):
C 0.49 -0.63 -1.78
C 0.14 -1.21 -1.89

---

Below is a single ClH2NOS molecule, with properties calculated with wB97M-V/def2-TZVPD.

Summary:
* frontier orbital gap: 9.6 eV
* highest occupied orbital energy: -10.30 eV
* LUMO energy: -0.0274 hartree
* spin multiplicity: 1
* energy above the lowest of the compared OMol25 structures with the same formula, charge and spin: 1.129 eV

Atoms and positions in Å:
N -0.170 0.022 -0.291
O -1.498 -2.300 -0.790
S -0.515 -1.129 -1.560
Cl 1.400 -2.085 -1.709
H -0.607 0.880 -0.570
H -0.566 -0.302 0.625

Forces on atoms 1 to 2 (eV/Å):
N -0.50 -1.89 -0.39
O 4.00 4.84 -3.25

---

Below is 2 unconnected molecules or ions with the total composition C3H10O2, with properties calculated with wB97M-V/def2-TZVPD.

Summary:
* frontier orbital gap: 10.9 eV
* highest occupied orbital energy: -10.18 eV
* LUMO energy: 0.0270 hartree
* spin multiplicity: 1
* energy above the lowest of the compared OMol25 structures with the same formula, charge and spin: 1.898 eV

Atoms and positions in Å:
C -2.011 -0.599 -1.856
C -0.722 -0.230 -1.185
O -0.961 0.341 0.142
H -2.573 -1.295 -1.297
H -1.885 -0.968 -2.836
H -2.433 0.367 -2.038
H -0.011 -1.009 -1.037
H -0.163 0.454 -1.918
H -0.770 -0.478 0.809
C 1.935 0.880 1.095
O 1.560 -0.335 1.788
H 1.741 0.938 -0.020
H 2.877 1.198 1.415
H 1.200 1.629 1.695
H 2.013 -1.188 1.467

Forces on atoms 1 to 2 (eV/Å):
C 0.96 1.00 0.09
C 0.99 1.01 -0.09

---

Below is a molecular structure, C6H4IO4V, with properties calculated with wB97M-V/def2-TZVPD.

Summary:
* frontier orbital gap (alpha / beta): 4.0 / 4.7 eV
* highest occupied orbital energy (alpha / beta): -11.47 / -11.47 eV
* LUMO energy (alpha / beta): -0.2742 / -0.2479 hartree
* net charge: +1
* ⟨S²⟩: 3.85
* spin multiplicity: 4

Atoms and positions in Å:
V -3.504 -3.153 -5.392
I -2.581 -1.251 -4.097
C 0.435 1.720 0.366
C 0.856 1.297 1.575
C 0.788 -0.144 2.028
O 1.166 -0.477 3.096
C 0.304 -1.050 0.999
C -0.061 -0.658 -0.214
C -0.015 0.848 -0.619
O -0.303 1.050 -1.755
O -0.359 -1.452 -1.193
O 1.330 2.108 2.493
H 0.565 2.741 0.139
H 0.229 -2.059 1.344
H -0.478 -1.061 -2.027
H 1.628 1.541 3.258

Forces on atoms 1 to 2 (eV/Å):
V 0.02 0.05 0.05
I -0.06 0.00 -0.09

---

Below is a molecular structure, C11H10HfI2N2O, with properties calculated with wB97M-V/def2-TZVPD.

Summary:
* frontier orbital gap: 4.3 eV
* highest occupied orbital energy: -22.04 eV
* LUMO energy: -0.6505 hartree
* net charge: +4
* spin multiplicity: 1

Atoms and positions in Å:
C -2.577 1.538 -0.420
C -2.104 1.608 -1.961
I -1.666 3.667 -2.624
C -0.873 0.591 -2.295
I 0.460 1.335 -3.902
C -0.052 0.159 -0.960
C -0.007 -1.337 -0.593
C 0.732 -1.888 0.692
N 0.692 -3.300 0.882
C 1.349 -3.657 2.088
C 2.025 -2.646 3.069
N 2.107 -1.251 2.863
C 1.440 -0.889 1.649
C 1.438 0.636 1.289
C 0.723 1.167 0.011
O 0.748 2.614 -0.239
H -3.565 2.126 -0.372
H -1.860 2.063 0.301
H -2.703 0.458 -0.043
H -3.005 1.261 -2.588
H -1.353 -0.376 -2.705
H -0.541 -2.090 -1.273
H 1.385 -4.769 2.361
H 2.511 -3.067 4.017
H 1.958 1.400 1.975
H 0.445 3.072 0.591
Hf 2.292 1.575 -1.812

Forces on atoms 1 to 2 (eV/Å):
C 0.13 0.45 -0.02
C -0.58 -0.70 0.10

---

Below is a molecular structure, BrClIO3P, with properties calculated with wB97M-V/def2-TZVPD.

Summary:
* frontier orbital gap: 9.3 eV
* highest occupied orbital energy: -10.39 eV
* LUMO energy: -0.0391 hartree
* spin multiplicity: 1
* energy above the lowest of the compared OMol25 structures with the same formula, charge and spin: 0.000 eV

Atoms and positions in Å:
O 0.035 1.154 1.287
O 0.549 -1.140 0.150
O -0.952 0.383 -1.079
P 0.196 0.386 0.019
Cl 0.872 -1.580 1.731
Br -2.512 -0.314 -0.595
I 1.813 1.111 -1.514

Forces on atoms 1 to 2 (eV/Å):
O 0.02 -1.26 -2.05
O -0.02 -1.33 0.40

---

Below is a molecular structure, C41H41FP2Pt, with properties calculated with wB97M-V/def2-TZVPD.

Summary:
* frontier orbital gap (alpha / beta): 2.9 / 3.1 eV
* highest occupied orbital energy (alpha / beta): -3.93 / -5.00 eV
* LUMO energy (alpha / beta): -0.0383 / -0.0706 hartree
* ⟨S²⟩: 2.05
* spin multiplicity: 3
* energy above the lowest of the compared OMol25 structures with the same formula, charge and spin: 0.000 eV

Atoms and positions in Å:
Pt 0.023 -1.454 1.484
C 1.644 -3.287 1.804
C 1.826 -2.045 0.934
C 2.045 -2.307 -0.552
C 0.721 -2.265 -1.365
C -0.435 -1.881 -0.471
C -1.030 -2.823 0.480
C -0.539 -4.251 0.620
C 0.905 -4.471 1.125
C -1.902 2.104 -0.753
H 2.677 -3.662 1.954
H 2.556 -1.343 1.364
H 2.572 -3.255 -0.721
H 2.691 -1.494 -0.923
H 0.812 -1.487 -2.141
H 0.524 -3.224 -1.886
H -1.170 -1.227 -0.963
H -2.117 -2.694 0.598
H -0.680 -4.771 -0.347
H -1.224 -4.741 1.331
H 0.892 -5.311 1.842
H 1.522 -4.817 0.285
H -1.797 1.320 0.002
H -2.939 2.470 -0.765
H -1.235 2.924 -0.470
P 2.854 0.892 -1.914
P -1.450 1.500 -2.368
C 1.350 1.807 -2.166
C 0.248 1.073 -2.585
C 3.677 1.756 -0.600
C 4.975 2.235 -0.964
C 5.901 2.530 0.029
C 5.522 2.524 1.383
C 4.206 2.189 1.732
C 3.282 1.786 0.765
C 1.175 -2.919 3.219
C 0.156 -3.589 3.947
C -0.115 -3.213 5.265
C 0.651 -2.226 5.889
C 1.725 -1.637 5.216
C 1.991 -1.974 3.898
C -1.927 2.793 -3.537
C -1.186 3.981 -3.472
C -1.599 5.084 -4.212
C -2.735 4.998 -5.030
C -3.414 3.779 -5.157
C -3.015 2.669 -4.416
C -2.456 0.048 -2.719
C -3.451 -0.427 -1.843
C -4.269 -1.493 -2.226
C -4.060 -2.119 -3.460
C -3.036 -1.689 -4.312
C -2.231 -0.612 -3.938
H 1.408 2.904 -2.271
H 0.403 0.182 -3.216
H 5.231 2.326 -2.020
H 6.930 2.782 -0.234
H 6.244 2.811 2.155
H 3.897 2.234 2.776
H 2.280 1.478 1.062
H -0.442 -4.377 3.470
H -0.944 -3.685 5.805
H 0.406 -1.901 6.898
H 2.358 -0.900 5.712
H 2.814 -1.494 3.360
H -0.293 4.030 -2.839
H -1.031 6.010 -4.153
H -3.085 5.870 -5.574
H -4.260 3.686 -5.839
H -3.532 1.709 -4.509
H -3.600 0.041 -0.871
H -5.075 -1.824 -1.566
H -4.706 -2.945 -3.764
H -2.874 -2.170 -5.279
H -1.443 -0.262 -4.604
F -1.360 3.694 4.622
C -1.138 2.547 3.898
C -1.470 1.319 4.466
C -1.173 0.159 3.740
C -0.524 0.261 2.518
C -0.209 1.496 1.966
C -0.542 2.674 2.647
H -1.942 1.273 5.440
H -1.401 -0.839 4.111
H 0.291 1.505 0.992
H -0.331 3.653 2.212

Forces on atoms 1 to 2 (eV/Å):
Pt -2.26 3.82 0.02
C 1.39 -1.26 -0.01

---

Summary of max |F| in eV/Å
2.92, 2.03, 0.63, 4.32, 7.69, 5.80, 7.07, 4.20, 3.81, 5.16, 3.37, 4.44
(order as listed above)
Summary of electronic energy in Eh
-626.05173, -536.74525, -7624.02077, -400.56586, -2375.59880, -235.71641, -989.50601, -270.70208, -1773.31346, -1251.15599, -3898.95244, -2488.51227
(order as listed above)